Record 1
15
Properties=species:S:1:pos:R:3 method="wB97M-V/def2-TZVPD" homo_energy_ev=-10.9387 energy_ha=-382.1818 smiles=O.O.O.O.O charge=0 homo_lumo_gap_ev=11.24
O -2.020 -0.981 -2.636
O -0.309 -2.489 -0.437
O 1.199 -0.368 0.296
O 1.629 1.850 2.962
O -0.294 1.658 -0.738
H -1.575 -1.154 -3.458
H -0.229 -3.140 0.272
H 1.021 0.458 -0.203
H 1.562 1.648 3.900
H -0.554 2.529 -1.067
H -1.628 -1.361 -1.853
H 0.364 -1.818 -0.179
H 1.028 -0.082 1.197
H 0.894 2.044 2.379
H -1.087 1.206 -0.435

Record 2
15
Properties=species:S:1:pos:R:3 method="wB97M-V/def2-TZVPD" homo_energy_ev=-11.7076 energy_ha=-382.1861 smiles=O.O.O.O.O charge=0 homo_lumo_gap_ev=12.12
H 1.702 0.806 -0.315
H 1.305 1.611 -1.446
H 1.623 -1.318 -0.229
H 2.915 -1.372 0.738
H -0.499 -1.955 0.772
H -0.237 -0.389 0.208
H -1.429 1.093 0.159
H -0.162 1.752 0.672
H -2.804 0.404 0.082
H -2.252 -0.879 -0.442
O 1.496 1.700 -0.519
O 2.476 -0.958 -0.021
O -0.258 -1.381 -0.015
O -0.875 1.151 0.932
O -3.002 -0.266 -0.575